1.
Below is C18H11Cl3GdN7O2S2Si as an isolated structure at a distorted geometry, with properties calculated with the ωB97M-V functional and the def2-TZVPD basis.

Summary:
Kohn-Sham gap (alpha / beta) = 6.8 / 5.6 eV
Maximum force = 2.18 eV Å⁻¹
<S²> = 16.05
Spin multiplicity = 8
Total charge = 0
Energy above the lowest of the compared OMol25 structures with the same formula, charge and spin = 406.4 kJ/mol

Atoms and positions in Å:
S1 -1.423 -3.042 2.360
O1 -0.217 -0.738 2.526
H1 -1.852 3.871 -2.433
Cl1 1.727 -2.883 1.349
N1 -4.026 1.499 0.732
O2 -1.500 -1.339 2.656
C1 -2.904 0.877 1.084
H2 -6.118 2.935 -0.093
C2 -3.949 -3.893 2.737
H3 -4.894 1.220 1.160
C3 1.534 1.351 -1.464
C4 2.749 0.660 -1.003
Si1 0.836 -3.356 -0.838
C5 3.926 0.777 -1.716
C6 3.769 -0.556 0.641
C7 -3.933 4.387 -2.256
H4 1.598 2.062 -2.285
N2 0.435 1.182 -0.851
H5 3.671 -1.088 1.576
H6 5.867 -0.937 0.448
Cl2 2.578 -2.776 -1.922
C8 5.073 0.186 -1.209
C9 -1.656 1.906 -0.559
H7 -3.902 5.145 -3.027
N3 -0.592 2.002 -1.290
C10 -2.827 2.710 -0.931
N4 2.658 -0.016 0.151
C11 -3.524 -2.636 0.676
C12 -5.134 4.112 -1.595
N5 -1.744 1.057 0.531
C13 -2.791 3.688 -1.929
C14 -3.065 -3.189 1.848
Gd1 0.078 -0.925 0.531
Cl3 1.028 -5.412 -0.781
H8 6.009 0.247 -1.750
C15 4.998 -0.474 0.001
C16 -5.189 3.153 -0.608
H9 -6.032 4.658 -1.858
H10 -2.977 0.173 1.905
N6 -4.656 -4.456 3.450
H11 3.936 1.323 -2.651
C17 -4.028 2.460 -0.279
C18 -4.950 -2.728 0.405
N7 -6.076 -2.731 0.176
S2 -2.667 -1.766 -0.498


2.
Below is C18H12Cl5N4O5RhS2 as an isolated structure at a distorted geometry, with properties calculated with the ωB97M-V functional and the def2-TZVPD basis.

Summary:
Kohn-Sham gap (alpha / beta) = 5.1 / 5.1 eV
Maximum force = 3.09 eV Å⁻¹
Spin multiplicity = 1
Total charge = 0
Energy above the lowest of the compared OMol25 structures with the same formula, charge and spin = 335.0 kJ/mol

Atoms and positions in Å:
H1 1.491 0.931 -4.143
C1 -1.169 0.885 0.455
C2 -1.563 -3.618 1.253
C3 0.606 0.611 -3.588
H2 0.265 -1.451 -5.571
Rh1 0.375 -1.330 0.591
C4 -0.244 -1.550 -4.606
C5 0.970 -1.633 -2.660
O1 -1.829 4.861 -2.495
Cl1 0.108 -1.676 3.316
C6 -0.228 -2.998 -4.084
H3 -1.227 2.878 -1.373
S1 1.932 -1.148 -1.350
H4 -0.280 1.050 -4.041
C7 2.662 -1.833 2.588
N1 -2.479 5.194 -1.526
C8 -1.868 3.064 -0.524
C9 -3.519 3.583 1.659
H5 0.138 -3.709 -4.829
N2 0.482 -0.816 -3.584
C10 4.515 -1.517 4.162
Cl2 5.151 -2.005 1.588
N3 -2.057 -4.008 2.219
Cl3 1.124 -1.075 6.235
C11 4.056 -1.757 2.877
H6 -3.976 5.437 0.664
H7 -1.218 -3.318 -3.739
O2 2.237 -2.094 1.422
C12 -2.790 2.405 1.602
O3 -1.081 0.188 1.493
O4 -0.585 0.533 -0.596
H8 -1.256 -1.150 -4.707
O5 -3.040 6.260 -1.403
H9 0.807 -3.654 -2.302
N4 0.700 -2.910 -2.972
Cl4 6.200 -1.465 4.472
C13 1.779 -1.619 3.688
H10 -4.161 3.777 2.504
H11 0.688 0.954 -2.558
C14 -3.421 4.512 0.638
H12 -2.850 1.677 2.398
C15 2.237 -1.355 4.964
C16 -1.968 2.144 0.507
Cl5 4.188 -1.002 6.792
C17 3.614 -1.315 5.213
C18 -2.593 4.243 -0.446
S2 -0.928 -3.178 -0.204